[1]
Here is a structure of composition C4H7BrO2S2 in a non-equilibrium geometry from the OMol25 dataset. Energies are from wB97M-V/def2-TZVPD.

Each line ends with the Löwdin charge.
Atoms and positions in Å:
O: -0.39 -1.56 2.69  -0.5055
S: -1.37 1.04 -0.48  0.7957
H: 0.87 -2.26 0.19  0.0658
O: -1.63 2.50 -0.56  -0.5286
Br: -1.86 1.54 2.42  0.7607
H: 1.07 1.32 -0.69  0.1098
S: -0.85 -1.18 1.33  0.8155
H: 1.38 -0.69 0.57  0.0567
H: 0.10 1.34 -2.18  0.0962
H: -0.27 -1.36 -1.89  0.1378
H: 1.02 0.92 1.52  0.2449
C: 0.26 0.75 -1.26  -0.3404
C: 0.57 -1.27 0.16  -0.3868
C: -0.83 0.64 1.16  -1.1609
C: 0.48 -0.78 -1.24  -0.2821
H: 1.44 -0.95 -1.74  0.1213

Calculated values
**Energy relative to the best compared isomer or geometry (same formula, charge and spin)**: 3.116 eV
**Gap between HOMO and LUMO**: 8.4 eV
**Net charge**: 0
**HOMO energy**: -9.5 eV

[2]
Here is a cluster of 2 separate species, C6H18N in total in a non-equilibrium geometry from the OMol25 dataset. Energies are from wB97M-V/def2-TZVPD.

Each line ends with the Löwdin charge.
Atoms and positions in Å:
H: 2.79 -2.51 0.01  0.1560
H: 1.08 -0.03 -0.84  0.0949
H: -0.02 -2.19 0.24  0.0786
C: 0.86 -2.05 0.84  -0.0703
H: 2.80 -0.99 0.82  0.1297
C: 2.14 -1.57 0.18  -0.2146
H: -2.55 0.50 -1.29  0.1126
H: -1.97 -0.76 -0.58  0.0479
C: -0.89 1.09 0.06  -0.4189
C: -1.31 2.55 -0.39  -0.0680
C: -1.21 0.87 1.53  -0.0587
N: 1.79 -0.77 -1.04  0.1529
C: -1.52 0.09 -1.04  -0.0781
H: 1.20 -1.32 -1.71  0.1799
H: -2.16 2.84 0.21  0.0784
H: -0.81 -0.26 -1.77  0.0482
H: -2.05 0.13 1.61  0.1034
H: 2.70 -0.32 -1.41  0.2133
H: -0.58 3.35 -0.46  0.0722
H: 0.16 1.02 -0.30  0.0744
H: -1.40 1.70 2.16  0.0717
H: 1.11 -3.09 1.14  0.1001
H: -1.65 2.51 -1.43  0.0670
H: 0.74 -1.39 1.72  0.0773
H: -0.36 0.30 1.95  0.0498

Calculated values
**Energy relative to the best compared isomer or geometry (same formula, charge and spin)**: 1.944 eV
**Gap between HOMO and LUMO**: 10.8 eV
**Net charge**: +1
**HOMO energy**: -14.4 eV

[3]
Here is a cluster of 3 separate species, C2H8N3S2 in total in a non-equilibrium geometry from the OMol25 dataset. Energies are from wB97M-V/def2-TZVPD.

Each line ends with the Löwdin charge.
Atoms and positions in Å:
N: -0.28 -0.25 0.35  0.1517
H: 2.83 -1.09 -0.38  0.0996
S: 0.59 2.62 -1.25  0.4996
N: -2.20 -2.15 1.92  0.0632
H: 1.65 3.43 -1.51  -0.1735
H: 1.94 -0.01 -1.33  0.0984
H: -3.72 -2.56 3.46  0.0646
H: -0.30 0.62 -0.17  0.0086
H: -0.41 3.38 -1.90  -0.1293
C: -3.00 -2.37 2.72  0.0317
H: 0.03 -2.48 1.63  -0.1456
H: -1.13 -0.77 0.70  0.0849
N: 1.98 -0.61 -0.51  0.1297
S: 0.86 -2.66 0.59  0.8939
C: 0.81 -0.96 0.03  -0.6775

Calculated values
**Energy relative to the best compared isomer or geometry (same formula, charge and spin)**: 0.999 eV
**Gap between HOMO and LUMO**: 9.9 eV
**Net charge**: +1
**HOMO energy**: -13.4 eV

Number 1: E_LUMO -1.08 eV, E -3677.28230 hartree. Number 2: E_LUMO -3.59 eV, E -293.83629 hartree. Number 3: E_LUMO -3.59 eV, E -1041.38051 hartree.